1.
18
Properties=species:S:1:pos:R:3 method="wB97M-V/def2-TZVPD" de_lowest_kcal_mol=40.1 charge=0 homo_energy_ev="-7.6 / -7.9"
S 2.81599 -1.32139 -0.31865
S 1.53288 1.77118 -0.91118
P 1.49597 -0.01035 0.29417
C -1.42841 -0.56705 0.00278
C 1.99355 0.79887 1.88598
C -1.17213 -1.70504 -0.90160
C -1.95441 0.71821 -0.47690
H 1.23492 1.53410 2.15044
H -1.33621 -1.43289 -1.94221
H 1.54820 1.09736 -2.05363
H 2.05761 0.03844 2.66201
H 2.95872 1.29293 1.76512
H -1.93302 0.78425 -1.56157
H -2.98410 0.84299 -0.12870
H -0.13876 -2.06365 -0.81207
H -1.50152 -0.77427 1.05968
H -1.38679 1.55554 -0.06812
H -1.80249 -2.55923 -0.64555


2.
54
Properties=species:S:1:pos:R:3 method="wB97M-V/def2-TZVPD" de_lowest_kcal_mol=91.2 charge=0 homo_energy_ev=-9.0
S -2.75577 -1.19506 -2.22896
P -1.13507 -1.59229 2.63741
O 0.46526 -1.09031 2.96254
O -3.00314 -2.69060 -2.20756
O -3.19833 -0.34593 -0.81842
O -1.83307 -1.76258 4.01068
O -1.06600 -1.00891 -2.09250
O 1.80968 -0.38128 -1.64159
O -0.54844 4.13674 0.98195
O -3.09914 -0.57475 -3.54640
O -1.03447 -3.14654 1.96007
N -2.77728 4.30994 0.46874
C -4.10507 4.70842 0.89051
C 1.52064 0.92810 -1.11482
C -0.67106 -0.52691 -0.75400
C -0.10673 0.97152 -0.95596
C 2.11209 1.23574 0.34754
C 2.86756 -3.70593 1.06003
C -1.68849 4.45287 1.27569
C 4.35482 -4.60266 -1.05372
C 3.43918 -2.11691 -1.07480
C -2.12027 -0.35183 1.60497
C 4.24439 -3.23227 -1.79042
C -2.60083 3.74087 -0.85330
C 2.75846 -2.33322 0.33121
C -2.08292 -0.69418 0.04339
C 3.21434 -0.66229 -1.76499
C 3.66576 -4.83820 0.32126
H 2.70399 2.22739 0.25685
H 3.92282 0.13583 -1.36967
H -4.08757 5.11763 1.90181
H -1.90219 4.36197 -1.41952
H -3.55480 3.68834 -1.37914
H -0.15250 -3.27219 1.51805
H -2.17936 2.73852 -0.75526
H 4.92647 -5.43643 -1.58210
H 2.35158 -3.88118 2.07189
H 3.49242 -0.82175 -2.87595
H 0.59221 -0.13620 2.76318
H -0.02312 -1.26643 -0.14285
H 3.75293 -5.87654 0.81106
H -0.43307 1.63346 -0.07654
H -1.70728 0.69948 1.77720
H -0.57177 1.38506 -1.92053
H -4.48369 5.46895 0.20303
H 2.14622 -1.53072 0.86265
H 1.75659 1.74538 -1.89467
H -2.15660 -1.85391 0.05835
H 4.69329 -2.99806 -2.81010
H -4.76248 3.83561 0.86867
H 2.85991 0.46015 0.72185
H 1.32114 1.42863 1.15305
H -1.93164 4.89397 2.25588
H -3.19960 -0.37853 2.00422


3.
199
Properties=species:S:1:pos:R:3 method="wB97M-V/def2-TZVPD" charge=+6 homo_energy_ev=-20.2
As -3.48177 15.40906 -19.36384
F -5.11655 15.15607 -18.57925
F -1.82245 15.58730 -20.15027
F -4.21766 15.05437 -20.92993
F -2.91071 15.82608 -17.77113
F -3.89684 17.08750 -19.69035
F -3.05919 13.68718 -19.05122
O 4.82284 14.11758 -17.64535
N -7.93415 10.89929 -18.89369
N -7.25446 16.33931 -14.63428
N -0.72779 10.80196 -21.68423
N 1.93033 14.18005 -17.52951
N -0.98478 17.38342 -11.69736
N -8.83956 15.41074 -22.21246
N -1.75253 18.65950 -23.11982
C -7.29992 14.90522 -14.08078
C -7.58681 14.53021 -21.97837
C -2.35928 17.83070 -11.12174
C -1.63382 9.56374 -21.45022
C -6.64737 16.42947 -16.03643
C -10.49458 14.48736 -23.93363
C -8.07055 18.12789 -19.45676
C -7.08261 12.13505 -18.39104
C -5.37306 10.39613 -18.89249
C -1.39474 10.92825 -19.24372
C 0.52084 13.97370 -18.15081
C 2.79052 13.16440 -18.34326
C -5.97228 18.49224 -14.83480
C -9.07024 16.13443 -20.87679
C 0.67306 14.65086 -15.13886
C -10.09250 14.39860 -22.42867
C -1.70396 9.51721 -19.82261
C -0.59987 18.07235 -13.08256
C 0.78188 10.37186 -21.42088
C -1.65482 17.35999 -23.97914
C -1.24177 17.87296 -15.71825
C -8.23579 10.88200 -20.42743
C -0.82796 10.36653 -24.28548
C 1.68583 13.80592 -16.01512
C 3.11248 16.08629 -18.87601
C -3.22424 18.80528 -22.60623
C -8.15167 13.85718 -14.83975
C -0.86286 18.37499 -21.92374
C -10.23404 9.75125 -18.54657
C -1.25878 11.79177 -20.54658
C -0.76409 16.35056 -23.21913
C -0.73124 11.03342 -25.67996
C 0.04122 17.23682 -22.37421
C -0.54942 15.57027 -10.12412
C -7.81785 12.47497 -14.25499
C -0.85702 11.44473 -23.11259
C -6.75328 9.80796 -18.62568
C 4.11577 12.93127 -17.60636
C -9.37948 15.24633 -24.62686
C -9.11186 10.63203 -17.94645
C 0.08547 17.81856 -10.63170
C -4.75092 19.99100 -20.76062
C 2.52150 15.63860 -17.51473
C -1.52496 17.45350 -14.25713
C 6.05437 14.01282 -16.96241
C 0.10963 16.78612 -9.54799
C -8.89335 16.15940 -23.54626
C -6.38311 17.34667 -13.76010
C -1.18490 19.76812 -23.96409
C -0.76480 15.85677 -11.61689
C -6.07580 17.89303 -16.24644
C -8.71842 16.90930 -14.71997
C -5.61804 11.96100 -18.90326
C -11.16307 9.15129 -17.52000
C -3.35106 19.87834 -21.46851
C -7.99250 17.31106 -20.77989
H -8.97339 18.73095 -19.36038
H -1.23350 18.96292 -15.71754
H -7.46566 13.83521 -22.80928
H -7.88231 16.56284 -23.60222
H -1.36493 11.90794 -25.82743
H 2.15446 12.27959 -18.31784
H -1.74812 12.07232 -23.09935
H -3.15216 17.34567 -11.69111
H -1.06089 8.67626 -19.56308
H 2.96767 13.57265 -19.33827
H 3.14931 15.70105 -16.62588
H -10.86470 14.82039 -21.78532
H -6.76717 12.18580 -14.23133
H -1.48176 18.04544 -21.08919
H -6.86722 17.80612 -12.89833
H -4.58240 10.17631 -18.17511
H -9.74055 15.74941 -25.52387
H -5.35312 12.36455 -19.88053
H -1.32811 15.55627 -22.73017
H -11.69561 9.88127 -16.91037
H -9.04917 15.45604 -20.02389
H -2.20643 11.46301 -18.75046
H 1.35481 12.76821 -15.97407
H -6.59764 19.38289 -14.89628
H -7.45867 16.01817 -16.63703
H 4.71406 12.10309 -17.98620
H 1.07776 10.00353 -20.43859
H -9.08489 11.50931 -20.69875
H 5.77546 13.79112 -15.93228
H -0.06822 14.60418 -9.97172
H -0.61924 19.14814 -12.90817
H -6.98486 16.90198 -20.70636
H -11.91292 8.57527 -18.06223
H -9.65095 16.91563 -23.34071
H 1.21080 15.54041 -14.81078
H -8.41550 9.81618 -20.56824
H -1.71768 20.04752 -24.87303
H -9.53066 11.55580 -17.54726
H -0.58572 12.64890 -20.52644
H -2.71528 9.28351 -19.48989
H -2.48992 18.90236 -11.27198
H -2.59742 9.85384 -21.86903
H 0.04633 12.02898 -22.93735
H -7.16402 18.72170 -19.33969
H -0.23490 17.16832 -8.58709
H -10.05873 16.58726 -20.79973
H -8.50085 14.62674 -24.80633
H -9.09088 17.28433 -13.76670
H 0.68212 14.04475 -19.22647
H -6.27585 14.53201 -14.09089
H -5.12904 19.02780 -20.41804
H -6.84974 9.33739 -17.64723
H 3.95748 12.57158 -16.58967
H -4.94869 18.78905 -14.60618
H -11.50249 14.90165 -23.95774
H -2.50293 17.75408 -13.88120
H -0.53389 11.08790 -18.59445
H -4.89328 12.38168 -18.20624
H 2.41669 15.88674 -19.69097
H -8.08587 17.56131 -18.52572
H -2.53559 17.60442 -10.07016
H -1.39850 20.56519 -23.25194
H 0.24874 11.27548 -26.09125
H 1.01850 9.59651 -22.14955
H -8.64376 17.82484 -15.30677
H -8.33411 12.39190 -13.29861
H 0.18220 15.71646 -12.13805
H 0.10927 9.83509 -24.12032
H 1.15647 16.53165 -9.38226
H -2.90436 20.85750 -21.64122
H 0.98892 17.59301 -22.77807
H -7.10588 11.96762 -17.31423
H -5.17152 17.80186 -16.84815
H -3.87825 19.04551 -23.44448
H -1.21230 8.68771 -21.94317
H -9.82403 8.92008 -19.12028
H -2.07981 17.69566 -16.39231
H 6.65445 13.20227 -17.37593
H -0.10041 19.67699 -24.02471
H -10.60506 8.57982 -16.77829
H 0.38592 14.18614 -14.19562
H -8.18062 11.61933 -14.82454
H 0.01406 18.80585 -10.17533
H -2.64795 16.91105 -23.99525
H -8.59675 10.04622 -17.18515
H -0.25936 19.13158 -21.42228
H -6.69958 15.16333 -21.98799
H -7.34485 11.15085 -20.99491
H -10.58935 13.52211 -24.43103
H -1.59876 9.59869 -24.35166
H -7.47516 13.08849 -18.74452
H 0.47795 17.99630 -13.22614
H -7.99792 13.80230 -15.91745
H -7.77471 15.01462 -13.10574
H 1.73007 16.35222 -17.28566
H -9.24006 16.24928 -15.41306
H -5.45297 20.23429 -21.55814
H -9.23086 13.90957 -14.69586
H -0.19136 15.74406 -23.92072
H 0.24901 16.60716 -21.50907
H -9.77827 13.44765 -21.99849
H 0.19568 12.98208 -17.83608
H -0.10345 14.81923 -17.86193
H 4.08677 15.66355 -19.12124
H -2.71270 19.49980 -20.67020
H 1.03063 17.66155 -11.15143
H -10.77346 10.42353 -19.21377
H 1.43510 11.19985 -21.69628
H -8.08988 18.07465 -21.55160
H -3.48492 17.81121 -22.24294
H -1.36666 17.56634 -25.00991
H 3.41889 17.12363 -19.01071
H -4.77879 20.77183 -20.00060
H -1.59267 15.44370 -12.19317
H -6.78554 18.47301 -16.83635
H -5.03149 10.03561 -19.86277
H -1.06325 10.27665 -26.39070
H -0.38116 17.55711 -16.30790
H -6.96207 8.92071 -19.22341
H -1.63325 16.36895 -14.24568
H -5.63016 16.68495 -13.33196
H -2.25069 12.20871 -20.72090
H 2.65789 13.69359 -15.53493
H -5.83592 15.73232 -16.24534
H -0.13339 14.93757 -15.81379
H -7.78848 14.00235 -21.04629
H 6.64797 14.91676 -17.09887
H -1.57738 15.50966 -9.76674


4.
29
Properties=species:S:1:pos:R:3 method="wB97M-V/def2-TZVPD" multiplicity=3 charge=+2 homo_energy_ev="-13.9 / -16.5"
S 0.45944 -1.50806 2.02080
O 1.02677 -0.36168 -2.62242
O 0.58739 -1.05177 -0.51874
N -3.43514 -0.25133 -0.98731
N -0.05970 1.43665 1.34448
N -1.58311 -0.85854 0.35636
C -0.20022 -1.02144 0.56265
C 2.42785 -0.80396 -2.38315
C 0.54232 1.75081 2.43069
C 0.18189 -0.50760 -1.68624
C -2.09632 -0.44895 -0.88075
C -1.05975 2.37729 0.82567
C 2.23929 -1.63053 1.72561
C -1.14307 -0.16610 -1.88636
H -2.10995 -0.98767 1.21427
H 2.23517 -2.12107 0.65391
H -1.68182 1.80618 0.16881
H -3.83161 0.33023 -1.63767
H 2.97888 -0.19871 -3.09199
H -1.65475 0.22734 -2.81968
H -0.45997 3.16940 0.29496
H -4.14608 -0.67882 -0.39735
H 1.26333 1.03036 2.67841
H 2.71955 -2.39327 2.45863
H 2.72037 -0.42272 -1.42187
H -1.64541 2.90005 1.65409
H 0.45136 2.77952 2.78064
H 2.71620 -1.82007 -2.55037
H 2.55710 -0.57554 1.71393


5.
14
Properties=species:S:1:pos:R:3 method="wB97M-V/def2-TZVPD" de_lowest_kcal_mol=0.0 charge=+7 homo_energy_ev=-32.2
S 0.30447 0.36184 0.28971
Na 0.14861 -1.38945 3.70391
Na 0.07102 3.18472 -0.66456
Na 2.34097 2.91525 -3.02346
Na -3.05795 0.15178 -1.20860
Na 0.66097 -2.19107 -1.00313
Na -2.52279 -3.14404 -2.64455
Na 1.26131 0.35478 -2.84668
Na -1.63135 -4.08020 3.59530
Na 1.41249 2.48754 2.80048
O -0.94052 0.14561 -0.69338
O 1.40879 0.88997 -0.51550
O 0.46239 -0.99963 0.84919
O 0.08159 1.31290 1.36127


6.
27
Properties=species:S:1:pos:R:3 method="wB97M-V/def2-TZVPD" de_lowest_kcal_mol=1.9 charge=+3 homo_energy_ev=-19.3
In -1.46951 1.29237 0.79392
O 2.46950 3.08782 -1.52235
O 1.05255 2.66795 0.18096
O 1.56725 4.77120 -0.42179
O -1.38938 -1.56667 1.28677
O -1.20253 -3.21077 2.81523
O -2.72615 -3.37889 1.22381
C 2.41850 5.37841 -1.38133
C -3.03845 -4.46068 2.08519
C 3.05858 4.08008 -3.62572
C -1.74350 -2.60363 1.75192
C 3.11820 4.20355 -2.03962
C 1.63797 3.43808 -0.52358
C -1.78116 -4.48744 2.98378
C -3.22210 -5.66512 1.14251
H 3.20623 3.04155 -3.89728
H -1.15613 -5.32500 2.63969
H -3.97369 -4.19230 2.62547
H -3.36927 -6.56905 1.75080
H 3.13934 6.09475 -0.95908
H -2.02109 -4.64541 4.03736
H 1.78055 5.96550 -2.06716
H 3.76050 4.80422 -4.04213
H -2.35239 -5.78182 0.49295
H 2.07933 4.45028 -3.94481
H 4.20781 4.23639 -1.81651
H -4.05095 -5.62540 0.43100


7.
13
Properties=species:S:1:pos:R:3 method="wB97M-V/def2-TZVPD" multiplicity=2 de_lowest_kcal_mol=85.2 charge=+1 homo_energy_ev="-9.9 / -15.4"
Y 5.08871 0.50509 -0.15480
O 0.89277 -1.37702 -0.06504
O -3.71586 0.34917 0.59109
O 1.16045 0.78864 -0.14774
O 2.94836 -0.54699 -0.06155
C -0.29861 0.63183 -0.09386
C 1.73334 -0.38080 -0.10518
C -0.46910 -0.88818 -0.16464
H -1.04313 -1.29655 0.66936
H -0.88144 -1.23590 -1.11589
H -4.06832 1.22843 0.75316
H -0.71263 1.15807 -0.95742
H -0.63455 1.06422 0.85252


8.
113
Properties=species:S:1:pos:R:3 method="wB97M-V/def2-TZVPD" charge=0 homo_energy_ev=-8.4
O -1.74412 0.49490 3.69223
O 2.40805 -4.22874 1.93504
O 2.38877 -5.95911 0.63315
O 3.50499 2.21072 3.70896
O 0.71315 6.85217 0.97044
O -10.50486 -4.32806 1.97355
O -0.17551 8.50685 2.04667
O 2.39300 2.77430 1.73021
O -2.84269 -1.26188 1.56732
O -10.50163 -2.60367 3.28136
O -1.87878 3.91976 -0.32629
N 2.95795 -5.03200 1.18966
N 0.68983 3.77209 3.05125
N 0.22828 7.97620 1.02315
N -9.94453 -3.39875 2.53732
C 0.53627 8.14672 -1.42164
C 7.12501 -4.60413 0.55289
C 5.08849 -3.85358 1.60034
C 5.19761 0.18654 2.00680
C 0.49174 -3.20773 -3.34075
C 1.62918 -2.16524 -3.78637
C 3.63649 0.51855 1.81782
C -2.76460 -2.03123 -0.90184
C 3.17561 1.89687 2.53520
C -0.24490 -0.45617 -4.74679
C 1.28956 -4.51623 -2.76221
C 1.12049 0.21358 -2.59391
C -0.52466 10.72793 -1.39969
C 6.45788 -3.72134 1.39733
C -0.50964 -1.93651 0.48705
C 0.41039 8.85915 -2.60945
C -0.12151 10.14526 -2.59790
C 5.05643 -5.75822 0.10302
C 0.20048 2.99743 0.62307
C -7.83865 -4.10064 1.45270
C -1.96170 -2.50429 -2.16865
C 4.39665 -4.87589 0.95621
C -0.40522 10.02206 -0.20729
C -2.06007 -1.72738 0.47392
C -1.10462 1.19346 2.60291
C -7.82395 -2.20445 2.96296
C -2.42190 -1.83437 2.84148
C 0.29704 -2.43585 -0.76957
C -0.42770 -2.70374 -2.11962
C 6.42609 -5.61790 -0.09683
C 2.27632 0.07606 -4.89508
C -5.77965 -2.93384 1.91342
C 1.14366 -0.64289 -3.96533
C -8.50732 -3.22890 2.30994
C -6.46990 -3.94858 1.25624
C 0.12116 8.73185 -0.22650
C 0.49343 1.31777 2.71536
C -0.87280 4.18325 0.72575
C -1.43522 -0.91342 3.71126
C 0.96343 2.69041 2.03306
C -0.38483 -3.78940 -4.59286
C -6.45486 -2.06182 2.76259
H 0.97395 4.68796 2.66627
H 0.59071 -5.16452 -2.13315
H -1.93359 -2.85015 2.62169
H 0.29064 -3.67720 -5.51334
H -0.41755 5.23609 0.59729
H -2.75236 4.02661 0.11929
H -1.34741 0.79584 1.56079
H 5.69886 0.10841 0.96670
H 2.98548 -0.37036 2.11709
H 5.24807 -0.88832 2.43332
H -8.33799 -1.51838 3.62712
H -0.58118 -4.89697 -4.32444
H 2.11606 -2.48888 -4.77851
H 0.95222 7.14538 -1.44426
H -8.36401 -4.89721 0.93717
H 2.48358 -2.15276 -3.00583
H 5.77144 0.90598 2.67801
H -1.46098 4.21337 1.70724
H -0.36151 -1.18248 3.42849
H 1.43157 -2.58504 -0.65245
H 4.52387 -6.55407 -0.40629
H 3.31779 0.04655 -4.38674
H -4.71024 -2.82123 1.76491
H 0.82265 1.24154 3.82136
H 1.83417 -5.09030 -3.59058
H 2.36138 -0.42767 -5.92363
H 7.00675 -2.93134 1.89958
H -5.91206 -1.27153 3.27135
H 0.72430 8.41058 -3.54617
H 1.22098 1.33954 -2.83718
H 1.30883 3.53566 3.85501
H 2.05465 1.18991 -5.06834
H 0.92765 0.37192 2.20436
H 3.47157 0.66392 0.68107
H -0.56996 0.64837 -4.63326
H -0.23216 2.03304 0.15257
H -1.10392 -1.10219 -4.36067
H -5.93903 -4.62379 0.59317
H -0.22343 10.69634 -3.52805
H 1.95834 -0.05495 -1.86488
H 4.57968 -3.15942 2.26019
H 8.19534 -4.50199 0.40061
H -3.90306 -1.86576 -0.93280
H -1.56392 -1.25481 4.81105
H -3.39409 -2.04432 3.43539
H 6.95053 -6.30123 -0.75644
H -0.93586 11.73189 -1.39646
H -1.34751 -3.20399 -4.77231
H 1.00605 3.34947 -0.13045
H -1.51656 2.27468 2.63151
H 0.12277 0.11603 -2.02185
H 0.10921 -1.73681 1.41995
H -2.54572 -2.70553 -3.12861
H -0.04830 -0.68353 -5.86289
H 2.07764 -4.07637 -2.03511
H -0.72593 10.48606 0.71906


9.
29
Properties=species:S:1:pos:R:3 method="wB97M-V/def2-TZVPD" charge=-1 homo_energy_ev=-4.5
O 1.61498 2.97685 3.43408
O 0.06083 3.40861 -1.94188
O 2.61379 0.87469 3.22515
N 1.74724 -2.90163 -0.04632
N 0.93045 1.65168 -0.81295
N 0.92660 3.85423 2.64732
N 0.30865 3.70071 0.29402
N 0.98110 -4.00440 -0.07479
N 1.92103 1.70247 2.67270
N 1.01235 -1.77083 0.02166
C -1.53728 -4.28406 0.04502
C -1.50879 -1.41389 0.11309
C 0.44804 2.89526 -0.77340
C -2.70657 -2.13602 0.17119
C 0.37704 2.60042 -3.10731
C 1.34679 1.08015 0.31603
C -0.31516 -2.14533 0.03918
C 1.30753 1.86264 1.46948
C 0.76988 3.21192 1.42911
C -0.33533 -3.57724 -0.01198
C -2.71644 -3.54759 0.15037
H -1.43212 -0.33165 0.11814
H -1.46931 -5.36845 0.00889
H 1.45960 2.56748 -3.26967
H -3.65802 -1.60139 0.23580
H 1.65280 0.04042 0.36615
H -0.00909 1.57896 -3.01694
H -0.11246 3.13633 -3.91884
H -3.67813 -4.06035 0.21670


In the order shown, the computed electronic energy values come out to -35284.356, -57049.102, -149707.620, -27917.293, -58682.864, -25912.231, -12413.425, -72928.467, -28105.547 eV.